(1)
8
Properties=species:S:1:pos:R:3 method="wB97M-V/def2-TZVPD" gap_ha=0.435 charge=+1
C -0.321 -0.121 -0.197
N -0.551 -0.189 1.066
N 0.686 0.380 -0.817
F -1.291 -0.760 -1.112
F 1.057 -0.029 -2.052
F 1.705 0.691 -0.063
H 0.243 0.094 1.593
H -1.528 -0.067 1.581

(2)
49
Properties=species:S:1:pos:R:3 method="wB97M-V/def2-TZVPD" gap_ha="0.323 / 0.196" charge=+2 multiplicity=5 s2=6.043
Pd 2.109 -2.161 -0.161
Cl -0.459 -4.442 -1.186
C 1.087 -4.568 -1.896
C 1.980 -3.551 -1.723
C 3.302 -3.752 -2.156
Cl 4.366 -2.540 -1.581
C 3.740 -4.870 -2.897
Cl 5.338 -4.989 -3.442
C 2.811 -5.857 -3.142
Cl 3.240 -7.223 -4.040
C 1.482 -5.741 -2.610
Cl 0.399 -6.995 -2.797
C -4.955 2.377 2.813
C -3.864 2.977 2.012
C -4.127 4.007 1.075
C -3.122 4.563 0.347
C -1.779 4.104 0.508
N -0.830 4.698 -0.237
C 0.597 4.558 -0.211
O 1.261 5.551 -0.211
N 1.132 3.292 -0.165
C 0.683 2.069 -0.693
C -0.390 1.922 -1.567
C -0.738 0.654 -1.998
C 0.001 -0.437 -1.576
N 1.065 -0.284 -0.787
C 1.399 0.925 -0.350
C -1.504 3.068 1.449
C -2.523 2.535 2.175
H -5.899 2.898 2.685
H -4.689 2.355 3.873
H -5.093 1.328 2.526
H -5.143 4.357 0.944
H -3.332 5.354 -0.364
H -1.087 5.589 -0.653
H 2.113 3.333 0.076
H -0.930 2.782 -1.936
H -1.567 0.513 -2.677
H -0.250 -1.444 -1.876
H 2.273 0.994 0.287
H -0.487 2.746 1.621
H -2.309 1.770 2.910
F 3.542 -2.302 1.765
Te 1.974 -3.140 2.554
F 0.680 -4.259 3.244
F 2.184 -4.335 1.061
F 3.210 -4.294 3.297
F 2.234 -2.100 4.054
O 0.876 -2.035 1.658

(3)
16
Properties=species:S:1:pos:R:3 method="wB97M-V/def2-TZVPD" gap_ha=0.358 charge=0
C 1.890 -0.564 -0.067
N 0.859 0.427 -0.096
C -0.190 0.468 0.947
C -0.951 1.463 0.073
C -0.227 0.262 -1.048
C -1.070 -0.922 -0.568
C -1.050 -0.774 0.762
H 1.515 -1.579 0.118
H 2.397 -0.534 -1.037
H 2.599 -0.267 0.708
H 0.170 0.727 1.947
H -0.685 2.517 0.289
H -1.859 1.265 -0.434
H -0.023 0.309 -2.130
H -1.681 -1.605 -1.152
H -1.596 -1.291 1.541

(4)
62
Properties=species:S:1:pos:R:3 method="wB97M-V/def2-TZVPD" gap_ha="0.165 / 0.166" charge=+1
Os -1.305 -0.007 -1.529
S -1.475 3.206 1.773
C -1.327 2.141 0.523
S -1.627 0.424 0.768
S -0.853 2.544 -1.063
Cl -5.793 -0.504 -6.665
C -4.381 -0.550 -5.692
C -3.198 -1.013 -6.235
C -2.037 -1.042 -5.475
I -0.201 -1.688 -6.245
C -2.025 -0.608 -4.149
O -0.959 -0.594 -3.417
C -3.252 -0.146 -3.586
N -3.188 0.240 -2.278
C -4.273 0.764 -1.725
C -5.481 0.884 -2.418
C -5.585 0.423 -3.709
C -4.444 -0.099 -4.347
H -3.173 -1.346 -7.261
H -4.189 1.075 -0.691
H -6.325 1.330 -1.916
H -6.522 0.460 -4.245
C -0.249 -2.810 -0.680
C 0.986 -2.148 -1.265
O 0.856 -0.714 -1.139
H -0.169 -3.892 -0.755
H -1.146 -2.493 -1.238
H -0.366 -2.529 0.366
H 1.097 -2.419 -2.319
H 1.875 -2.454 -0.705
H 1.435 -0.300 -1.797
C 4.148 -0.650 0.631
C 3.232 -1.119 1.740
C 3.912 -1.164 3.086
Sb 1.360 0.205 1.780
C 0.602 -0.223 3.852
C -0.266 0.906 4.359
C -0.135 -1.548 3.824
C 2.078 2.345 1.912
C 2.424 2.883 0.539
C 3.234 2.453 2.879
H 4.996 -1.333 0.547
H 4.547 0.341 0.829
H 3.638 -0.634 -0.332
H 2.838 -2.109 1.499
H 4.240 -0.183 3.414
H 4.796 -1.799 3.010
H 3.270 -1.596 3.848
H 1.501 -0.305 4.463
H -1.088 1.117 3.677
H 0.312 1.816 4.497
H -0.696 0.634 5.321
H -1.031 -1.479 3.208
H -0.440 -1.813 4.835
H 0.500 -2.349 3.442
H 1.203 2.865 2.307
H 3.293 2.379 0.117
H 2.657 3.944 0.622
H 1.587 2.785 -0.149
H 4.131 1.984 2.476
H 2.997 2.008 3.843
H 3.458 3.507 3.044

(5)
45
Properties=species:S:1:pos:R:3 method="wB97M-V/def2-TZVPD" gap_ha=0.328 charge=0
C -2.845 -3.075 1.397
C -1.939 -1.952 0.967
N -2.289 -0.933 0.302
N -3.547 -0.730 -0.119
C -3.888 0.377 -0.830
O -5.016 0.546 -1.229
C -2.718 1.335 -1.101
C -3.208 2.574 -1.842
H -3.950 3.086 -1.235
H -3.674 2.277 -2.777
H -2.385 3.254 -2.043
H -1.988 0.768 -1.694
O -2.148 1.667 0.159
C -0.809 1.767 0.270
C 0.075 2.028 -0.773
C 1.434 2.152 -0.545
C 1.934 2.019 0.738
C 1.083 1.748 1.799
C -0.271 1.622 1.556
Cl -1.339 1.259 2.858
H 1.467 1.638 2.800
Cl 3.630 2.178 1.028
H 2.102 2.359 -1.365
H -0.293 2.142 -1.779
H -4.296 -1.395 0.079
C -0.491 -2.009 1.361
H -0.342 -1.385 2.247
H -0.210 -3.035 1.611
C 0.449 -1.508 0.260
O 0.109 -1.264 -0.871
N 1.731 -1.412 0.718
C 2.883 -1.050 0.016
C 2.887 -0.646 -1.316
C 4.097 -0.305 -1.896
C 5.254 -0.387 -1.138
N 5.257 -0.780 0.125
C 4.109 -1.096 0.684
H 4.160 -1.402 1.723
H 6.221 -0.132 -1.550
H 4.136 0.018 -2.925
H 1.965 -0.601 -1.871
H 1.896 -1.639 1.690
H -3.744 -2.681 1.871
H -3.147 -3.667 0.532
H -2.344 -3.730 2.104